1.
{"formula": "C44H90N5O16P4S2", "method": "ωB97M-V with the def2-TZVPD basis set", "symbols": ["C", "C", "C", "C", "C", "C", "C", "C", "C", "O", "C", "C", "C", "C", "C", "N", "C", "C", "C", "C", "O", "C", "C", "C", "C", "S", "C", "S", "N", "C", "C", "N", "C", "N", "P", "N", "O", "O", "H", "H", "H", "H", "H", "H", "H", "H", "H", "H", "H", "H", "H", "H", "H", "H", "H", "H", "H", "H", "H", "H", "H", "H", "H", "H", "H", "H", "H", "H", "H", "H", "H", "H", "H", "H", "H", "H", "H", "H", "H", "H", "H", "H", "H", "O", "P", "O", "C", "C", "O", "C", "C", "O", "C", "C", "H", "H", "H", "H", "H", "H", "H", "H", "H", "H", "H", "H", "H", "H", "H", "O", "P", "O", "C", "C", "O", "C", "C", "O", "C", "C", "H", "H", "H", "H", "H", "H", "H", "H", "H", "H", "H", "H", "H", "H", "H", "O", "P", "O", "C", "C", "O", "C", "C", "O", "C", "C", "H", "H", "H", "H", "H", "H", "H", "H", "H", "H", "H", "H", "H", "H", "H"], "positions_angstrom": [[7.44605, -5.70103, 4.73896], [7.12108, -4.13172, 4.93103], [6.19433, -3.53345, 3.72238], [5.47084, -2.22210, 4.30325], [3.96129, -2.43193, 4.81055], [2.95327, -3.05796, 3.74441], [2.65833, -2.09431, 2.52891], [3.30873, -0.63573, 2.36941], [4.44830, -0.54395, 1.22531], [4.41140, -1.60948, 0.25345], [5.46268, -2.58757, 0.44402], [6.24123, -2.93899, -0.94560], [1.64523, -2.48850, 1.37667], [1.31761, -1.49534, 0.17861], [-0.12097, -0.73540, 0.36122], [-0.40342, -0.04174, -0.93521], [0.98366, -3.91232, 1.56846], [-0.06814, -4.32867, 0.43170], [0.64784, -5.29564, -0.66463], [2.25597, -5.13525, -0.63244], [0.22874, -4.82069, -1.99097], [1.33773, -4.79918, 2.81027], [0.56064, -6.18467, 2.90120], [1.58639, -7.36374, 2.41492], [0.94987, -8.84135, 2.55246], [1.65381, -9.92716, 1.18495], [3.41025, -10.30321, 1.62356], [3.66559, -11.04419, 3.12854], [4.57573, -9.98325, 0.79746], [5.86456, -10.59946, 1.01721], [6.87984, -10.00749, 0.01275], [6.03492, -9.06655, -0.73069], [4.66633, -9.00181, -0.31047], [2.29404, -4.38007, 3.85163], [2.70164, -5.32032, 5.28186], [4.30111, -5.52854, 5.28674], [2.15708, -4.45377, 6.68002], [2.05656, -6.86472, 5.41145], [7.05496, -6.30647, 5.62297], [6.88865, -6.03584, 3.78391], [8.58599, -5.81819, 4.59041], [8.11484, -3.53702, 4.96849], [6.60216, -3.89464, 5.94099], [5.49339, -4.33918, 3.32035], [6.94974, -3.31219, 2.87182], [5.61986, -1.38147, 3.54688], [6.07798, -1.90819, 5.24002], [4.01898, -2.95515, 5.81846], [3.55212, -1.37049, 5.04339], [3.75695, -0.20866, 3.32563], [2.44272, 0.06838, 2.05959], [4.22344, 0.43083, 0.63753], [5.47374, -0.36926, 1.70987], [4.93575, -3.57628, 0.74747], [6.27774, -2.29073, 1.18393], [5.55575, -3.38435, -1.73909], [7.07338, -3.68041, -0.64032], [6.80590, -1.99432, -1.30364], [2.08538, -0.67522, -0.00063], [1.18086, -2.14704, -0.76706], [-0.96169, -1.46166, 0.63006], [0.01414, 0.02491, 1.21244], [-1.02828, -0.60755, -1.53737], [-0.83692, 0.88771, -0.76747], [-1.00761, -4.85683, 0.85690], [-0.48261, -3.43302, -0.16072], [0.28539, -6.37529, -0.56069], [2.65220, -5.66530, -1.58403], [2.73739, -5.63512, 0.27967], [2.54063, -4.02388, -0.73749], [0.87827, -4.09498, -2.17569], [0.12598, -6.40286, 3.95299], [-0.33967, -6.27939, 2.19690], [1.70916, -7.18334, 1.27632], [2.62369, -7.26855, 2.88165], [1.27744, -9.25023, 3.57018], [-0.18963, -8.80139, 2.49939], [6.19622, -11.37414, 1.78807], [7.98440, -10.23510, -0.11297], [3.82872, -8.33707, -0.70255], [4.69022, -5.05880, 6.13283], [2.02859, -3.50217, 6.42349], [1.77703, -7.07445, 6.33738], [1.30608, 6.31360, -4.28320], [0.96370, 4.85830, -3.94896], [0.48903, 4.40607, -5.47632], [1.32356, 4.66123, -6.59897], [2.14501, 3.43580, -6.95085], [-0.53601, 5.15553, -3.31550], [-0.81341, 6.40117, -2.68328], [-1.51195, 7.33820, -3.65197], [0.67285, 3.23714, -3.47333], [1.68975, 2.26166, -3.62991], [3.05348, 2.73257, -3.16803], [1.97969, 5.51820, -6.43712], [0.66501, 4.90469, -7.43635], [2.90211, 3.24456, -6.18580], [2.66198, 3.58081, -7.90330], [1.51296, 2.54717, -7.02501], [0.09967, 6.84797, -2.27986], [-1.47128, 6.20290, -1.83292], [-0.97335, 7.42322, -4.59803], [-1.61905, 8.33493, -3.21976], [-2.50773, 6.95624, -3.89503], [1.71253, 1.92379, -4.66731], [1.39249, 1.39644, -3.02886], [3.39359, 3.60116, -3.74195], [3.79188, 1.93571, -3.28696], [3.02272, 3.02969, -2.11633], [-6.01211, 0.40502, 4.74475], [-5.24929, 1.42294, 3.89090], [-3.75818, 1.19621, 4.59383], [-3.21609, -0.10808, 4.73365], [-2.25760, -0.41840, 3.59984], [-5.70561, 2.76619, 4.74018], [-6.95778, 2.79524, 5.41797], [-6.76804, 2.46088, 6.88671], [-4.48529, 2.53762, 2.83692], [-3.86409, 2.07469, 1.65024], [-4.70466, 1.07735, 0.87974], [-3.99306, -0.87291, 4.78748], [-2.67031, -0.12632, 5.68046], [-2.79794, -0.53286, 2.65632], [-1.72249, -1.35299, 3.79422], [-1.52765, 0.38541, 3.47146], [-7.67679, 2.12247, 4.94237], [-7.36177, 3.80656, 5.32575], [-6.20186, 1.53746, 7.02491], [-7.73158, 2.35920, 7.38985], [-6.19856, 3.25177, 7.38328], [-2.87922, 1.66882, 1.89019], [-3.69202, 2.95278, 1.02050], [-4.90493, 0.17841, 1.47312], [-4.19114, 0.77344, -0.03601], [-5.67086, 1.51263, 0.61299], [-7.59518, 10.33062, -6.02058], [-6.61229, 9.17683, -5.79716], [-7.70790, 8.09730, -5.16603], [-8.92618, 7.82263, -5.84497], [-8.80649, 6.56254, -6.68062], [-5.98859, 9.73146, -4.36799], [-5.94107, 11.12871, -4.10159], [-7.12583, 11.54111, -3.24636], [-5.43812, 7.93761, -5.65102], [-5.28167, 6.99036, -6.69432], [-5.25776, 7.61346, -8.07467], [-9.24557, 8.65802, -6.47053], [-9.69117, 7.67414, -5.07875], [-8.14174, 6.72504, -7.53298], [-9.78406, 6.26668, -7.07116], [-8.39841, 5.73753, -6.09116], [-5.89675, 11.70379, -5.03071], [-5.01407, 11.33201, -3.55893], [-8.07208, 11.19404, -3.66615], [-7.16816, 12.62680, -3.13825], [-7.04569, 11.09564, -2.25050], [-6.05774, 6.22760, -6.61184], [-4.32838, 6.48224, -6.51947], [-6.19464, 8.13676, -8.29472], [-5.11022, 6.84460, -8.83698], [-4.45016, 8.34583, -8.15287]], "atomic_forces_ev_per_a": [[-0.08, 0.77, -0.43], [-0.12, 0.06, -0.12], [1.36, -0.29, 0.88], [0.99, -0.32, -0.25], [-0.10, 0.73, 0.13], [-0.77, 1.75, -2.81], [-1.49, -2.42, -0.02], [-0.54, -0.28, 0.00], [-0.47, 1.40, -0.44], [1.40, 0.61, 1.44], [0.43, -1.99, -1.50], [0.51, 0.68, 1.25], [1.30, -2.15, 3.60], [-1.20, -0.92, 0.16], [0.50, -0.08, 0.13], [-0.46, 0.06, 0.90], [1.46, 1.93, 1.85], [0.11, -0.87, 0.40], [0.58, 1.00, -0.30], [-0.35, -0.91, -0.81], [1.12, 0.23, 1.25], [-1.32, 2.18, -2.16], [0.73, -0.87, 0.48], [-0.77, 0.30, -1.18], [1.51, 1.01, 1.28], [0.67, 0.49, -0.28], [1.20, -0.39, 2.47], [-0.46, 1.14, -2.25], [-0.25, 0.12, -0.48], [3.35, 1.59, -2.76], [-7.42, 0.02, 2.52], [-2.29, 0.00, 1.10], [5.66, -2.76, 0.88], [-1.81, 1.72, -3.03], [4.52, -1.56, 4.07], [-3.07, 1.31, 0.45], [-0.11, -0.47, -3.38], [-0.66, 2.69, -0.29], [0.73, 0.73, -1.31], [1.03, 0.25, 1.60], [-1.96, -0.12, 0.32], [-1.68, -0.85, -0.14], [0.77, -0.62, -1.59], [0.74, 1.19, 0.78], [-1.44, -0.01, 1.34], [-0.74, -1.03, 1.09], [-1.12, -0.37, -1.53], [-0.25, 0.41, -1.59], [0.47, -1.78, -0.41], [-0.79, -0.78, -1.20], [1.37, -1.25, 0.61], [0.38, -1.54, 0.95], [-1.38, -0.66, -0.80], [1.01, 1.55, -0.01], [-1.47, -0.17, -0.78], [1.00, 0.71, 1.08], [-1.45, 0.92, -0.65], [-1.17, -1.52, 0.31], [-0.88, -1.51, 0.30], [0.53, 1.17, 1.44], [1.27, 0.87, -0.07], [-0.41, -1.09, -1.29], [0.53, 0.63, 0.64], [0.36, -1.08, -0.30], [1.67, 0.91, -0.51], [0.97, -1.25, 1.20], [0.66, 1.52, -0.18], [-0.62, 0.78, 1.60], [-0.60, 1.03, -1.31], [-0.35, -1.66, 0.45], [-0.96, -0.89, -0.14], [1.04, 0.53, -1.62], [1.49, 0.80, 0.94], [-0.06, -0.25, 1.89], [-1.46, -0.33, -0.45], [-0.66, 0.29, -1.48], [1.61, -0.38, -0.32], [-1.47, 1.36, -1.12], [-1.91, 0.58, -0.04], [1.48, -1.31, 0.72], [-0.22, -0.63, -0.88], [0.01, -1.08, 0.50], [0.24, 0.48, -0.80], [3.27, -2.05, 2.04], [-8.26, 1.30, -3.87], [1.28, -0.30, 0.29], [-0.02, -0.03, -0.52], [0.10, -0.08, 0.00], [1.13, -0.73, 0.83], [-0.13, 0.55, -0.08], [-0.18, -0.04, -0.17], [2.78, 1.63, 1.43], [0.14, -0.64, -0.05], [-0.03, 0.01, 0.11], [-0.14, 0.06, 0.12], [-0.06, 0.03, 0.11], [0.05, 0.00, -0.03], [-0.04, -0.01, 0.08], [0.00, 0.11, -0.06], [-0.09, -0.01, -0.17], [0.03, -0.19, -0.07], [0.17, 0.02, 0.19], [-0.03, -0.04, 0.00], [0.04, 0.06, 0.11], [0.07, 0.13, -0.11], [-0.14, 0.14, 0.02], [0.04, -0.02, -0.11], [-0.01, 0.11, -0.01], [-0.02, -0.06, -0.04], [-0.49, -0.73, -4.27], [2.79, 4.13, 7.66], [0.06, -0.87, -1.05], [0.28, -0.05, 0.27], [0.08, -0.08, -0.17], [-0.22, -0.30, -1.57], [-0.34, -0.11, 0.46], [0.17, 0.06, 0.17], [-2.44, -2.22, -1.32], [0.34, 0.17, -0.46], [-0.08, 0.08, -0.02], [-0.11, 0.13, 0.06], [-0.08, 0.07, 0.01], [0.02, -0.03, -0.02], [-0.02, 0.02, -0.01], [-0.03, -0.05, 0.09], [0.15, -0.01, 0.13], [0.19, 0.00, -0.12], [-0.17, -0.04, -0.16], [0.03, 0.03, -0.02], [-0.11, -0.01, -0.06], [0.03, -0.15, 0.10], [-0.09, 0.03, 0.18], [0.08, -0.09, 0.04], [-0.09, -0.03, 0.06], [0.10, 0.01, -0.03], [2.27, -0.95, -3.58], [-2.81, -0.56, 8.68], [0.15, -0.17, -1.32], [-0.41, -0.25, 0.11], [0.01, -0.08, -0.11], [0.88, -0.22, -1.22], [-0.25, 0.40, 0.15], [-0.12, -0.09, 0.19], [0.10, 2.14, -2.84], [0.23, -0.58, -0.19], [0.11, 0.07, 0.02], [0.10, 0.11, 0.12], [0.09, 0.08, 0.05], [-0.03, -0.02, -0.03], [0.07, 0.02, 0.02], [-0.10, 0.07, 0.01], [-0.14, -0.08, 0.12], [0.02, -0.20, -0.04], [0.14, 0.10, -0.17], [0.02, -0.03, 0.01], [0.06, 0.07, -0.06], [-0.16, 0.05, -0.04], [-0.04, 0.14, 0.14], [-0.11, -0.06, -0.02], [-0.05, 0.11, 0.02], [0.00, -0.09, 0.01]], "homo_energy_ev": -10.59, "e_above_lowest_kcal_mol": 193.9, "e_lumo_ev": -4.6, "charge": 1, "total_energy_ev": -146104.7473}

2.
{"formula": "C7H8", "method": "ωB97M-V with the def2-TZVPD basis set", "symbols": ["C", "C", "C", "C", "C", "C", "C", "H", "H", "H", "H", "H", "H", "H", "H"], "positions_angstrom": [[-1.51241, -0.35265, 0.04296], [-2.67672, 0.18522, 0.20147], [-0.17415, -0.91859, 0.04681], [0.36359, 0.26385, -0.04229], [-1.70955, 1.31730, 0.01329], [0.32916, -2.34250, -0.13762], [1.40703, 1.38787, 0.06969], [-1.59313, 1.82376, -0.94457], [-1.11627, 1.76513, 0.84098], [-0.22435, -3.02362, 0.56008], [1.40544, -2.46099, 0.34056], [0.37072, -2.52535, -1.26270], [1.28042, 2.09567, -0.71048], [2.39643, 0.98067, -0.02766], [1.45380, 1.80423, 1.00947]], "atomic_forces_ev_per_a": [[0.91, -1.13, 0.07], [-0.31, 0.43, 0.01], [0.05, -0.34, -0.90], [-0.39, 2.66, 0.56], [2.48, -0.47, 0.54], [1.74, 0.03, 1.45], [-0.63, -3.15, -1.62], [-0.17, -0.03, 0.05], [-1.19, 0.12, -0.27], [-0.09, 0.26, -1.46], [-1.85, 0.61, -1.38], [-0.31, -0.41, 1.76], [-0.28, 0.76, -0.52], [0.64, -0.51, -0.42], [-0.60, 1.17, 2.13]], "homo_energy_ev": -7.70, "e_above_lowest_kcal_mol": 183.8, "e_lumo_ev": 0.6, "total_energy_ev": -7380.7754}

3.
{"formula": "C5H10", "method": "ωB97M-V with the def2-TZVPD basis set", "symbols": ["C", "C", "C", "C", "C", "H", "H", "H", "H", "H", "H", "H", "H", "H", "H"], "positions_angstrom": [[0.19399, -1.44466, -1.56267], [-0.89143, -1.25549, -0.61341], [-0.81501, -0.32749, 0.37314], [0.38911, 0.46582, 0.57474], [0.24144, 1.74188, 1.37547], [-0.06448, -2.04525, -2.42946], [1.08415, -1.87213, -1.10270], [0.76109, -0.29811, -1.62329], [-1.86269, -1.64671, -0.88948], [-1.73211, 0.06049, 0.79936], [1.21771, -0.14724, 0.93534], [0.86704, 0.58143, -0.61530], [0.03642, 1.51198, 2.42319], [1.16030, 2.32890, 1.35262], [-0.58553, 2.34659, 1.00245]], "atomic_forces_ev_per_a": [[2.32, 1.77, 0.74], [-0.75, 1.19, 0.58], [-0.67, -0.45, -1.17], [1.86, -0.10, -2.37], [0.12, 0.00, -0.08], [0.13, 0.58, -0.33], [0.01, -0.59, 0.11], [-1.67, -2.68, -1.22], [-0.06, -0.14, 0.21], [-0.10, -0.35, 0.38], [0.00, -0.03, 0.34], [-1.13, 0.73, 2.90], [-0.04, -0.05, -0.02], [-0.09, 0.06, -0.06], [0.07, 0.07, -0.03]], "homo_energy_ev": -8.92, "e_above_lowest_kcal_mol": 50.2, "e_lumo_ev": 1.2, "smiles": "C/C=C\\CC", "total_energy_ev": -5345.0898}